1.
Molecular formula: C36H99F6N9NaO9P
Method: DFT, ωB97M-V with the def2-TZVPD basis set

Multiplicity: 2
Expectation value of S²: 0.755
HOMO (spin up / spin down) (eV): -10.19 / -10.19
Charge: +1
Calculated total energy (Ha): -3703.4445
ΔE to the lowest compared entry with this formula, charge and spin (kJ/mol): 3.8
Largest force on an atom (eV/A): 3.3
LUMO (spin up / spin down) (Eh): -0.092 / -0.303
Frontier orbital gap (spin up / spin down) (eV): 7.68 / 1.94

```
161
Properties=species:S:1:pos:R:3:forces:R:3
Na 2.4209 -4.3618 -1.7017 -0.476 0.174 0.001
P 0.3956 -1.1581 -0.6848 -0.137 2.529 -1.388
F -0.6235 0.1463 -0.3609 1.258 -1.851 0.118
F 0.1650 -1.8947 0.7739 -0.428 0.330 -1.132
F -0.9013 -1.9390 -1.3210 1.284 0.427 0.472
F 1.4306 -2.2750 -1.2053 -0.138 -2.013 0.842
F 0.8364 -0.4434 -2.1119 -1.550 0.302 0.257
F 1.6552 -0.4035 -0.0258 -0.275 0.394 0.742
C 0.1461 7.1563 -2.8571 0.064 1.229 -0.160
C -1.1307 6.6909 -2.1797 -0.195 -1.458 2.519
C -1.1540 5.0948 -2.1067 0.245 -0.281 -1.342
O 0.0466 4.5013 -1.5407 -0.994 0.611 1.444
C 0.1011 3.0603 -1.4926 0.464 0.950 -1.640
N -1.2496 7.2215 -0.7820 1.374 -0.023 0.004
H 0.0537 8.2049 -3.1400 -0.445 0.094 -0.285
H 0.3634 6.6000 -3.7689 0.095 -0.151 0.167
H 1.0217 7.2574 -2.2159 -0.057 -0.911 0.265
H -2.0176 7.1007 -2.6630 0.058 -0.600 -0.540
H -1.2008 4.6801 -3.1136 0.083 0.229 -0.654
H -2.0791 4.6926 -1.6936 0.013 0.265 0.885
H 0.0632 2.7913 -2.5482 0.047 -0.681 -0.185
H -0.6316 2.4350 -0.9823 -0.440 0.772 0.465
H 1.0945 2.8030 -1.1251 -0.080 0.054 0.112
H -2.1097 7.4612 -0.3100 -0.440 -0.188 -0.986
H -0.7552 6.6163 -0.1421 0.266 0.014 -0.007
C -4.2274 -5.4482 1.1965 -0.239 0.445 1.358
C -3.9577 -3.9598 0.8768 -0.353 -0.179 -1.294
C -3.7948 -2.9839 2.0514 -0.892 -1.381 -0.049
O -4.8772 -3.0981 2.9943 -0.828 0.098 -0.247
C -6.1809 -2.5903 2.5269 1.157 1.354 -0.066
N -2.8069 -3.8287 -0.0608 -0.750 -0.452 0.696
H -4.6329 -6.0195 0.3615 0.629 0.122 -0.197
H -4.9695 -5.5894 1.9822 -0.577 0.688 -0.068
H -3.4237 -5.9414 1.7432 0.749 -0.122 -0.737
H -4.8308 -3.6593 0.2975 -0.108 0.239 -0.038
H -3.6146 -1.9650 1.7087 -0.431 0.261 -0.257
H -2.8453 -3.2906 2.4900 -0.158 -0.054 0.929
H -6.4560 -2.8332 1.5006 0.347 -0.357 0.036
H -6.1229 -1.5043 2.5989 0.228 0.352 -0.448
H -7.0635 -2.7406 3.1486 0.637 -1.190 0.548
H -2.5221 -2.8605 -0.0995 0.196 0.127 -0.186
H -2.0484 -4.3576 0.3453 0.431 -0.003 -0.031
C -4.0276 1.9394 -4.2891 -1.023 1.243 -0.772
C -3.6961 0.6597 -3.6287 1.811 -0.346 -0.478
C -2.2858 0.1577 -4.0474 0.231 -1.455 -0.248
O -2.1047 -0.4753 -5.3503 -0.448 1.732 0.322
C -1.8210 0.4507 -6.4189 -0.520 -0.676 -0.291
N -3.6842 0.9349 -2.2086 -0.357 -0.818 0.795
H -4.0488 1.8994 -5.3782 -0.195 -0.095 0.001
H -3.3703 2.7665 -4.0208 0.590 -0.244 0.126
H -4.9798 2.2959 -3.8964 -0.307 -0.146 -0.338
H -4.3980 -0.1487 -3.8338 -0.242 0.202 -0.073
H -1.9675 -0.6481 -3.3860 -0.355 -0.125 0.333
H -1.5457 0.9295 -3.8360 0.120 0.466 -0.478
H -2.4907 0.3306 -7.2704 -0.440 -0.553 0.096
H -0.8474 0.1882 -6.8328 0.325 0.581 0.303
H -1.9970 1.4970 -6.1693 0.731 -0.014 0.440
H -3.6839 0.0342 -1.7516 -0.031 -0.121 0.460
H -2.8148 1.3610 -1.9211 0.266 0.301 -0.104
C -5.4575 2.2678 3.9148 -1.176 0.313 -0.893
C -4.7334 0.9471 4.1109 0.824 1.854 0.952
C -3.7123 0.7804 2.9836 -1.813 -1.371 -1.510
O -2.9019 1.9058 2.7257 -1.370 -0.582 2.078
C -2.0460 1.8187 1.6572 1.054 1.094 -1.017
N -3.9734 1.2159 5.3290 0.667 -0.049 0.233
H -5.8973 2.7393 4.7937 -0.377 -0.837 0.183
H -6.1810 2.1664 3.1059 -0.310 0.232 0.061
H -4.7873 3.0690 3.6032 0.478 -0.398 -0.264
H -5.2622 0.0313 4.3752 -0.702 0.138 -1.064
H -4.2724 0.5698 2.0726 -0.249 0.050 -0.444
H -3.2657 -0.1941 3.1812 1.287 0.089 0.166
H -2.3095 1.1350 0.8502 -0.016 -0.491 0.458
H -1.0271 1.7278 2.0336 0.302 -0.767 -0.275
H -2.0285 2.7953 1.1734 -0.147 0.267 -0.066
H -3.5539 0.3403 5.6073 0.452 -0.157 0.230
H -3.2695 1.7559 4.8462 1.094 0.609 1.262
C 2.8481 1.4028 2.5174 -0.835 0.982 -0.674
C 2.7212 2.9043 2.9318 -0.860 0.250 1.391
C 2.4214 3.9810 1.8316 0.866 1.439 0.929
O 2.1695 5.3057 2.4376 -0.788 -1.412 0.634
C 2.2379 6.3922 1.5270 0.885 -0.175 0.162
N 1.8269 2.9431 4.1451 0.495 -0.273 -0.232
H 1.8304 1.0142 2.4809 -0.155 -0.176 -0.012
H 3.4136 0.7745 3.2056 0.122 0.435 0.181
H 3.2262 1.2427 1.5077 0.237 0.186 0.005
H 3.6655 3.2512 3.3516 0.176 -0.144 -0.089
H 1.6354 3.8170 1.0944 0.039 -0.477 -0.021
H 3.4151 4.1402 1.4130 -0.085 -0.451 -1.041
H 1.9318 6.0838 0.5274 -0.036 0.200 -0.120
H 3.2617 6.7656 1.5501 0.389 -0.168 -0.605
H 1.6967 7.2783 1.8585 -0.694 -0.513 0.239
H 1.8916 3.8345 4.6155 0.188 0.215 -0.145
H 0.8387 2.8153 3.9798 -0.100 -0.081 -0.621
C 5.4242 0.1596 -3.9284 -0.912 -1.379 -1.016
C 4.5202 0.8253 -2.9454 -0.625 2.319 1.225
C 3.4060 1.8311 -3.5635 0.296 -0.702 1.281
O 3.9054 3.1186 -3.7544 0.205 1.244 0.747
C 3.9957 3.9213 -2.5481 0.336 1.079 -0.831
N 3.9449 0.0345 -1.8577 0.180 -0.932 -1.072
H 6.0511 -0.6319 -3.5177 0.439 0.535 0.501
H 5.9766 0.8911 -4.5182 0.093 -0.117 0.165
H 4.8242 -0.4359 -4.6165 -0.178 0.155 -0.524
H 5.2073 1.4311 -2.3546 -0.030 0.854 -0.302
H 2.5382 1.9634 -2.9173 0.176 -0.538 1.051
H 2.8328 1.4840 -4.4231 0.948 -0.174 -0.880
H 3.9640 4.9649 -2.8609 0.295 0.000 -0.521
H 4.9271 3.8385 -1.9880 0.215 -0.605 -0.193
H 3.1931 3.9673 -1.8120 -0.651 -1.224 -0.238
H 3.6248 0.6899 -1.1591 -0.315 -0.140 0.044
H 3.1356 -0.4198 -2.2561 -0.490 -0.274 0.524
C -1.7630 -4.7152 -4.1210 -1.261 0.123 -1.422
C -0.2905 -4.6401 -3.7907 -0.712 0.478 1.310
C 0.2700 -3.2170 -4.2078 -1.108 -1.845 -0.586
O 1.6502 -3.0665 -3.9639 -0.155 0.635 -0.318
C 2.1659 -1.9871 -4.7646 0.744 -0.170 0.578
N -0.2352 -4.9321 -2.3311 1.043 1.152 0.451
H -2.4821 -4.1346 -3.5432 0.801 1.248 0.261
H -2.3042 -5.6378 -3.9114 0.951 -0.935 -0.406
H -1.9152 -4.4641 -5.1707 -0.312 -0.094 -0.117
H 0.2609 -5.4720 -4.2288 0.072 0.381 -0.695
H -0.3683 -2.3921 -3.8912 0.202 0.092 1.066
H 0.0582 -3.1557 -5.2753 0.394 -0.298 -0.504
H 2.0067 -2.1435 -5.8315 -0.022 -0.299 -0.022
H 3.2314 -1.9371 -4.5404 0.029 -0.174 -0.225
H 1.7837 -0.9965 -4.5182 -0.558 -0.120 0.348
H -0.4307 -4.0335 -1.9134 0.213 0.495 0.467
H -1.1024 -5.3830 -2.0767 0.062 -0.730 -0.022
C 2.2318 0.0007 7.1026 -0.689 -1.202 -1.001
C 0.8555 -0.5461 6.4983 1.136 1.933 2.414
C 1.1024 -1.7802 5.5706 -0.902 -1.754 -0.904
O -0.1140 -2.1770 4.8821 2.269 0.720 0.804
C -0.1361 -1.6969 3.5388 0.390 1.675 -1.174
N 0.0083 -0.9926 7.5812 -0.424 -0.233 -3.311
H 2.9553 -0.1446 6.3004 0.324 0.208 0.332
H 2.4786 -0.5928 7.9830 0.221 0.027 -0.108
H 2.1900 1.0565 7.3703 -0.361 -0.140 -0.163
H 0.4460 0.2407 5.8649 -0.651 -0.075 0.332
H 1.5105 -2.5463 6.2299 -0.617 -0.520 -0.090
H 1.9469 -1.5487 4.9214 -0.372 0.510 -0.451
H -0.3257 -0.6284 3.4360 -0.309 0.647 0.959
H -0.9222 -2.0310 2.8617 0.057 -1.160 0.745
H 0.8329 -1.6930 3.0397 0.121 -1.030 0.127
H 0.1898 -1.9118 7.9586 0.927 0.012 0.958
H -0.9016 -1.1165 7.1607 -1.093 0.592 0.544
C 3.7119 -5.9004 1.4872 -0.941 0.058 -2.238
C 3.1281 -4.4718 1.4713 2.040 -0.329 1.842
C 4.1118 -3.4291 0.8748 -1.374 0.625 -0.320
O 4.4740 -3.6873 -0.4506 -1.202 -1.908 -0.762
C 5.4409 -2.8558 -1.0364 0.362 -0.345 -0.127
N 1.7449 -4.4252 1.0226 0.328 0.105 -0.354
H 2.9894 -6.6460 1.8192 0.083 0.229 0.722
H 4.7081 -6.0208 1.9129 -0.239 0.179 0.101
H 3.7301 -6.1370 0.4233 0.697 -0.443 -0.262
H 3.1909 -4.2791 2.5423 -0.279 0.918 0.362
H 4.9796 -3.2759 1.5164 0.170 -0.272 0.085
H 3.5776 -2.4845 0.7723 -0.175 0.501 0.823
H 6.3575 -3.0780 -0.4900 0.422 0.644 -0.201
H 5.1364 -1.8110 -1.0982 0.110 0.140 0.419
H 5.5354 -3.2082 -2.0635 0.222 -0.035 -0.011
H 1.4821 -3.4797 0.7838 0.128 0.278 -0.182
H 1.1906 -4.5866 1.8513 -0.379 -0.521 -0.126
```
Positions in Å, forces in eV/Å.

2.
Molecular formula: C20H36BrN3O11S4
Method: DFT, ωB97M-V with the def2-TZVPD basis set

HOMO (eV): -8.80
Charge: 0
Calculated total energy (Ha): -5942.3133
Largest force on an atom (eV/A): 1.8
LUMO (Eh): -0.018
Frontier orbital gap (eV): 8.32

```
75
Properties=species:S:1:pos:R:3:forces:R:3
N 0.7899 -5.1744 3.7037 -0.139 0.269 -0.323
C 0.5911 -4.2117 2.5987 -0.556 -0.369 0.315
C 0.1501 -2.8767 3.1880 -0.154 -0.315 -0.275
C -1.1321 -2.7812 3.9274 1.083 -0.972 -1.099
C -1.9640 -4.0508 4.0114 -0.688 0.296 1.102
C -3.4966 -3.8512 4.1982 0.096 0.032 -0.671
C -4.1590 -2.7695 3.2769 -0.307 -0.086 0.431
C -5.2187 -2.0284 4.1017 -1.295 -0.354 -0.338
O -6.3942 -2.2436 3.9310 0.912 0.289 -0.019
O -4.8655 -1.1060 5.0786 0.281 -0.406 -0.378
C -1.4893 -1.6056 4.4694 -0.328 0.346 0.458
C -0.6668 -0.4417 4.3133 -0.543 -1.058 0.114
N -0.9900 0.7458 4.8102 1.396 0.439 -0.714
S 0.2525 1.7036 4.3311 -0.155 -0.094 0.137
N 1.1911 0.6546 3.5235 -0.372 0.104 0.214
C 0.5692 -0.5191 3.5793 -0.795 0.152 0.436
C 0.9360 -1.7885 3.0299 0.946 0.501 -0.301
Br 2.6200 -1.8284 2.0859 -0.566 0.010 0.447
H 0.6112 -6.1180 3.3826 0.305 0.025 0.103
H 1.7335 -5.0912 4.0618 -0.061 -0.211 -0.025
H 1.4744 -4.1230 1.9572 -0.275 0.221 0.213
H -0.2154 -4.6011 1.9558 0.248 0.166 0.178
H -1.8096 -4.7302 3.1679 0.103 0.393 0.083
H -1.6099 -4.5939 4.9040 -0.010 -0.018 -0.435
H -3.9635 -4.8102 3.9249 0.100 0.274 0.310
H -3.7855 -3.6780 5.2472 0.378 0.020 -0.228
H -4.7176 -3.2685 2.4749 0.120 0.189 0.270
H -3.4458 -2.0971 2.7855 -0.072 -0.019 0.476
H -4.4315 -1.5324 5.8283 0.111 0.020 -0.154
H -2.4103 -1.5031 5.0385 0.196 0.074 -0.228
O -2.0547 1.5171 -0.2919 0.074 -0.308 0.081
S -1.1021 1.6529 -1.3518 0.199 0.618 -0.283
O -0.5490 0.5035 -2.0012 -0.162 -0.201 0.168
O 0.0898 2.5906 -0.8539 -0.196 0.087 -0.178
C 0.7927 2.2120 0.3450 0.414 -0.360 0.514
C 1.7099 1.0262 0.1272 -0.072 -0.124 -0.224
C -1.7439 2.7357 -2.5830 0.015 0.121 -0.006
H 0.0819 2.0169 1.1506 -0.130 0.000 -0.143
H 1.3842 3.0780 0.6401 -0.181 0.163 -0.224
H 1.1441 0.1267 -0.1138 0.015 0.004 0.047
H 2.2931 0.8237 1.0232 -0.030 0.137 0.029
H 2.3886 1.2144 -0.7076 -0.005 0.060 0.029
H -2.1412 3.6268 -2.1047 0.017 -0.017 -0.006
H -2.5375 2.2028 -3.1024 0.009 -0.050 0.067
H -0.9492 2.9877 -3.2804 0.000 -0.014 0.024
O -2.0675 5.6233 -6.9421 0.145 -0.243 0.152
S -3.2820 5.5699 -6.1889 -0.582 0.331 -0.234
O -3.3296 4.9442 -4.9028 0.309 -0.115 0.043
O -4.4329 4.9565 -7.1074 0.018 0.252 0.085
C -4.2138 3.6619 -7.6978 0.155 -0.742 -0.147
C -4.3194 2.5400 -6.6826 0.089 0.080 0.273
C -3.9504 7.1929 -6.0426 -0.092 0.063 -0.062
H -3.2500 3.6418 -8.2106 0.028 0.171 0.096
H -4.9853 3.5371 -8.4560 -0.062 0.322 0.057
H -3.5254 2.6024 -5.9391 0.014 -0.010 -0.048
H -4.2425 1.5701 -7.1746 -0.051 0.053 -0.095
H -5.2683 2.5954 -6.1478 -0.020 -0.036 -0.075
H -3.9461 7.6687 -7.0198 0.003 -0.044 0.003
H -3.3142 7.7426 -5.3519 0.052 -0.082 -0.005
H -4.9594 7.1236 -5.6440 0.022 -0.038 -0.003
O 5.0957 -1.6159 0.5263 0.142 -0.284 0.071
S 6.0684 -1.5004 -0.5177 0.211 0.605 -0.359
O 6.6273 -2.6592 -1.1403 -0.156 -0.210 0.188
O 7.2522 -0.5577 -0.0136 -0.192 0.074 -0.164
C 7.9354 -0.9165 1.2016 0.388 -0.348 0.570
C 8.8581 -2.1056 1.0140 -0.109 -0.203 -0.197
C 5.4477 -0.4357 -1.7756 -0.006 0.137 -0.003
H 7.2119 -1.0987 1.9990 -0.131 0.006 -0.149
H 8.5219 -0.0457 1.4911 -0.175 0.157 -0.238
H 8.2974 -3.0093 0.7779 -0.001 0.020 0.036
H 9.4295 -2.2934 1.9235 -0.006 0.124 0.020
H 9.5481 -1.9284 0.1882 0.033 0.044 0.064
H 5.0447 0.4627 -1.3148 0.022 -0.026 0.020
H 4.6616 -0.9776 -2.2980 0.011 -0.062 0.076
H 6.2549 -0.1964 -2.4633 0.014 -0.032 0.034
```
Positions in Å, forces in eV/Å.

3.
Molecular formula: C3H11N2
Method: DFT, ωB97M-V with the def2-TZVPD basis set

HOMO (eV): -13.63
Charge: +1
Calculated total energy (Ha): -230.1183
ΔE to the lowest compared entry with this formula, charge and spin (kJ/mol): 168.2
Largest force on an atom (eV/A): 2.4
LUMO (Eh): -0.132
Frontier orbital gap (eV): 10.05

```
16
Properties=species:S:1:pos:R:3:forces:R:3
C 2.6299 0.9450 -1.8957 -0.708 -1.231 0.271
N 2.7199 -0.1035 -1.1400 0.493 2.117 -1.123
H 1.8268 1.0804 -2.6416 0.020 -0.478 0.523
H 3.2964 1.7936 -1.9024 0.631 0.039 0.218
H 3.6086 0.0277 -0.6276 -0.552 -0.402 0.150
C -0.5928 0.3788 -0.0065 -0.001 0.832 -0.171
N -1.7790 -0.3814 0.4900 0.023 0.461 -2.069
C -1.5737 -1.0784 1.7582 -0.144 1.115 1.034
H -0.8995 0.9247 -0.9293 0.340 -0.317 0.808
H -0.3392 1.0563 0.8146 0.228 0.086 -0.465
H 0.2411 -0.2892 -0.2312 -0.130 -0.016 0.106
H -1.9865 -1.0300 -0.2662 -0.280 -0.421 0.109
H -2.5780 0.2666 0.4888 0.192 -0.281 0.450
H -0.7449 -1.7699 1.6404 -0.101 -0.106 0.086
H -2.5323 -1.5648 1.9613 0.482 -0.068 0.558
H -1.2967 -0.2558 2.4872 -0.492 -1.329 -0.487
```
Positions in Å, forces in eV/Å.

Number 3 is which compound?
C3H11N2

The lowest largest force on an atom belongs to which entry?
C20H36BrN3O11S4